No. 1
Entry from the OMol25 dataset: a 2-piece molecular cluster, C4H2N3S overall (the ωB97M-V functional and the def2-TZVPD basis).

* ΔE to the lowest compared entry with this formula, charge and spin: 107.5 kcal/mol
* charge: -1
* E_HOMO (spin up / spin down): -4.370 / -4.256 eV
* Kohn-Sham gap (spin up / spin down): 4.08 / 5.01 eV

```
10
Properties=species:S:1:pos:R:3:forces:R:3:lowdin_charge:R:1
C 3.3158 0.7932 -0.0545 -1.3241 -0.3599 0.2234 -0.31
C -0.5786 1.0510 0.3996 0.3713 0.8829 -0.3842 -0.20
C -1.7684 -0.5672 -0.3368 -0.4172 0.7530 -0.0057 -0.29
C 0.1602 -0.0800 0.5176 -0.0121 -1.2689 0.2189 -0.04
N 4.4158 1.0585 -0.2904 0.6247 0.1761 -0.1173 -0.17
N -1.7961 0.7286 -0.1340 -0.7182 -0.0811 0.0158 0.04
N -0.5903 -1.1216 0.0394 1.0206 0.1406 0.0443 -0.62
S -0.2494 -2.7706 -0.0629 0.3396 -0.2340 -0.0120 0.41
H -0.3391 2.0564 0.6721 0.1964 0.1997 0.0381 0.08
H -2.5698 -1.1483 -0.7500 -0.0810 -0.2085 -0.0212 0.10
```
Forces are in eV/Å.

No. 2
Entry from the OMol25 dataset: a single C19H38O2 molecule (the ωB97M-V functional and the def2-TZVPD basis).

* ΔE to the lowest compared entry with this formula, charge and spin: 5.9 kcal/mol
* E_HOMO: -10.278 eV
* SMILES string: CCCCCCCCCCCCCCCC(=O)OC(C)C
* Kohn-Sham gap: 11.18 eV

```
59
Properties=species:S:1:pos:R:3:forces:R:3:lowdin_charge:R:1
C 5.4009 0.0484 2.1722 -0.0019 -0.1837 -0.1973 -0.11
C 5.4199 -0.4516 0.7326 0.0373 0.1929 -0.0305 -0.27
C 5.0123 0.6168 -0.2836 -0.0901 -0.0523 0.1132 -0.23
C 3.5879 1.1535 -0.1294 0.1165 -0.2518 -0.2083 -0.22
C 2.5142 0.0904 -0.3519 -0.0873 0.2946 0.2555 -0.22
C 1.0906 0.6442 -0.2670 0.1815 -0.0355 -0.2657 -0.21
C 0.7283 1.5530 -1.4410 -0.2278 -0.1309 0.1458 -0.21
C -0.7473 1.9551 -1.4543 0.2575 0.1849 0.1315 -0.21
C -1.1176 2.9084 -0.3186 -0.2099 -0.0196 -0.2109 -0.21
C -2.5474 3.4463 -0.4199 0.0235 -0.1441 0.0260 -0.21
C -3.6349 2.3810 -0.2666 0.1549 0.1691 0.2210 -0.21
C -3.7414 1.8385 1.1576 -0.2270 -0.0944 -0.1847 -0.21
C -4.6579 0.6187 1.2762 0.1974 0.0238 -0.0752 -0.21
C -4.1853 -0.6089 0.4956 -0.0062 0.0086 0.2156 -0.19
C -2.7780 -1.0610 0.8846 -0.2611 -0.0815 -0.2235 -0.09
C -2.4138 -2.3598 0.2018 -0.2029 0.2260 0.1726 -0.49
O -3.1642 -3.2819 0.0166 -0.0395 -0.0964 -0.0067 0.12
O -1.1334 -2.3473 -0.1778 0.4224 0.1282 -0.0697 0.00
C -0.6159 -3.5213 -0.8290 0.0959 -0.5397 -0.2427 -0.40
C 0.5636 -3.0763 -1.6808 -0.4083 0.0570 0.2493 -0.03
C -0.2149 -4.5561 0.2163 -0.2770 0.3035 -0.1414 -0.03
H 5.8009 -0.7109 2.8407 0.0113 -0.0107 0.1262 0.07
H 4.3886 0.2800 2.4927 -0.1001 0.0663 0.1090 0.06
H 6.0080 0.9459 2.2710 0.0511 0.1212 0.0684 0.07
H 4.7659 -1.3203 0.6400 0.0413 -0.0905 -0.0315 0.09
H 6.4326 -0.7817 0.4874 -0.0389 -0.0893 -0.0178 0.10
H 5.7079 1.4561 -0.2006 0.0774 0.0001 -0.0667 0.11
H 5.1209 0.1991 -1.2881 0.0413 0.0651 -0.0663 0.11
H 3.4631 1.5923 0.8620 -0.0586 0.1045 0.0486 0.11
H 3.4549 1.9542 -0.8595 -0.0320 0.0901 0.0561 0.10
H 2.6221 -0.6889 0.4053 0.0446 -0.1215 -0.0326 0.10
H 2.6643 -0.3717 -1.3311 0.0235 -0.1145 -0.0443 0.11
H 0.9817 1.1908 0.6718 -0.0649 -0.0242 0.1082 0.11
H 0.3929 -0.1968 -0.2488 -0.0963 0.0156 0.0664 0.09
H 1.3405 2.4564 -1.4173 0.0613 0.0464 -0.0886 0.10
H 0.9540 1.0244 -2.3710 0.0908 0.0076 -0.0487 0.11
H -1.3544 1.0497 -1.3992 -0.0827 -0.0753 -0.0758 0.10
H -0.9697 2.4453 -2.4059 -0.0988 -0.0243 -0.0446 0.12
H -0.4311 3.7588 -0.3422 0.0816 -0.0119 0.0672 0.12
H -0.9810 2.4095 0.6411 0.0861 0.0194 0.1001 0.10
H -2.6907 4.2109 0.3480 -0.0469 0.0865 -0.0294 0.11
H -2.6669 3.9309 -1.3923 0.0158 0.0965 0.0015 0.11
H -3.4310 1.5684 -0.9620 -0.0653 -0.0696 -0.1090 0.09
H -4.5969 2.8155 -0.5491 -0.0519 -0.0769 -0.0578 0.12
H -2.7517 1.5767 1.5305 0.0864 0.0384 0.0940 0.09
H -4.1296 2.6282 1.8061 0.0897 0.0373 0.0432 0.11
H -5.6565 0.8866 0.9238 -0.0727 0.0040 0.0683 0.11
H -4.7417 0.3518 2.3327 -0.0940 -0.0304 0.0343 0.11
H -4.8738 -1.4354 0.6812 0.0196 0.0134 -0.0963 0.12
H -4.2121 -0.4043 -0.5758 -0.0291 -0.0599 -0.0571 0.11
H -2.7352 -1.2347 1.9633 0.0817 0.0156 0.0387 0.14
H -2.0257 -0.3177 0.6252 0.0400 0.0187 0.0900 0.10
H -1.4161 -3.9311 -1.4591 0.1718 0.1015 0.1176 0.14
H 0.2549 -2.2998 -2.3758 0.0057 0.0760 -0.1074 0.08
H 1.3511 -2.6806 -1.0452 0.1544 0.0538 0.0526 0.07
H 0.9500 -3.9213 -2.2434 0.0610 -0.0844 -0.0542 0.08
H 0.5345 -4.1389 0.8854 0.1142 0.0261 0.0523 0.09
H 0.1941 -5.4351 -0.2734 0.0618 -0.1126 -0.0362 0.08
H -1.0845 -4.8522 0.7981 -0.0282 -0.0671 0.0479 0.08
```
Forces are in eV/Å.

No. 3
Entry from the OMol25 dataset: C2H2FO2Tl as an isolated structure (the ωB97M-V functional and the def2-TZVPD basis).

* ΔE to the lowest compared entry with this formula, charge and spin: 0.0 kcal/mol
* expectation value of S²: 0.754
* charge: +1
* E_HOMO (spin up / spin down): -14.471 / -17.377 eV
* multiplicity: 2
* Kohn-Sham gap (spin up / spin down): 7.07 / 9.81 eV

```
8
Properties=species:S:1:pos:R:3:forces:R:3:lowdin_charge:R:1
Tl -0.5761 -0.8169 -1.4475 -2.3913 -1.3322 -1.2242 1.47
F 0.4418 -0.8449 -2.9620 1.9617 -0.5050 -4.0649 -0.33
O 0.3162 -1.3132 0.2458 1.8647 -0.9368 2.6018 -0.10
C 0.4976 -0.2358 0.9143 -0.7607 0.2241 1.3705 -0.13
C -0.3163 0.8892 0.5894 0.3577 0.2164 0.8378 -0.13
O -1.0317 0.8410 -0.4705 -1.1114 2.5839 1.5031 -0.10
H 1.0770 -0.2544 1.8468 -0.0072 -0.1044 -0.5106 0.17
H -0.4086 1.7350 1.2836 0.0866 -0.1462 -0.5135 0.17
```
Forces are in eV/Å.

No. 4
Entry from the OMol25 dataset: a 21-piece molecular cluster, H43O21 overall (the ωB97M-V functional and the def2-TZVPD basis).

* ΔE to the lowest compared entry with this formula, charge and spin: 109.1 kcal/mol
* charge: +1
* E_HOMO: -13.271 eV
* Kohn-Sham gap: 10.20 eV

```
64
Properties=species:S:1:pos:R:3:forces:R:3:lowdin_charge:R:1
O 0.2282 -1.6992 1.8894 -1.3654 1.8025 -0.4871 -0.04
H -0.6653 1.4205 2.7684 -0.1962 -0.7459 0.7046 0.10
H -2.1911 -0.7200 -4.3698 -0.3913 -0.1021 -0.6205 0.05
O -1.4595 -2.1072 -1.3274 -0.0162 0.6025 2.4264 -0.04
H -1.4026 -2.8862 -0.7651 0.2048 -1.0610 -0.9610 0.01
H -3.0996 -0.3653 -2.3508 -0.4711 -0.4014 0.0701 0.01
O -0.2866 2.0845 -1.4696 0.0775 0.5426 0.6539 -0.07
H -1.0391 1.5221 -1.2586 -0.5675 0.3596 -0.3350 0.08
H 0.3124 -4.5163 0.4128 0.3687 0.0335 0.4954 0.07
O 2.6876 -4.3324 0.2157 1.2690 0.1039 0.7328 -0.06
H -1.1295 -4.2024 0.6071 -0.3992 -0.1740 0.5083 0.05
H 1.5836 -0.2339 0.8127 -0.1183 -0.4883 -0.3479 0.09
O -1.2935 4.4269 -0.3376 0.5270 1.1154 -1.0182 -0.05
H -0.2789 2.7757 -3.1516 -0.8870 0.3305 0.0818 -0.04
H -2.0224 5.0441 -0.5061 -0.1672 -0.1718 0.4191 0.11
O -0.3087 -4.2359 1.1125 0.2650 -0.1014 -1.1535 -0.05
H -0.5326 -0.3207 2.3846 -0.3775 0.3335 0.9139 0.06
H -4.5128 2.0127 1.8953 -0.3069 -0.2321 -0.0014 0.04
O 3.2523 -1.3207 1.8396 0.6796 1.0756 -0.4658 -0.05
H -0.6849 4.7082 -1.0524 -0.2174 0.0884 0.4177 0.10
H 3.4486 -0.6161 2.4826 -0.0646 -0.3641 0.0075 0.07
O -3.9135 -0.0516 -1.9176 0.2727 0.2653 0.1799 -0.06
H 1.0869 -1.5135 2.2347 1.0318 -1.2324 0.2589 0.02
H 0.9855 3.0984 1.5530 -0.1560 -0.0575 -0.0700 0.08
O -2.2822 -3.6804 2.8634 -1.5128 1.0119 -0.8411 -0.04
H 3.3134 2.5210 0.6775 -0.6066 0.0477 -0.4373 0.00
H -1.7439 -4.4568 2.8238 0.8201 -0.2119 0.8032 0.02
O -0.4331 3.1348 -4.0280 0.7593 -0.0831 -1.0867 -0.05
H 0.2996 0.8870 1.4725 -0.8352 -1.0934 -0.6848 0.11
H -1.0719 3.8463 -4.0896 -0.1493 -0.1711 0.6139 0.04
O 4.2214 0.6105 -0.6438 0.0924 -0.1040 0.3647 -0.04
H 4.9819 1.1826 -0.8053 -0.0638 -0.1670 -0.3258 0.07
H 0.5409 0.5499 -0.2006 0.2206 -0.1013 -0.2084 0.09
O -0.6965 -1.4059 4.4368 0.2028 0.0312 0.3678 -0.05
H -0.2224 -2.1864 4.7518 -0.0563 0.0043 -0.1208 0.06
H -0.4700 -0.7351 5.0896 -0.2251 0.0344 0.1624 0.06
O 3.9325 2.6676 1.3857 0.4395 -0.2780 0.1861 -0.05
H -2.1259 -3.0245 3.5504 0.5558 -0.6500 0.1247 0.02
H 4.6223 2.0488 1.1051 -0.0165 0.2628 0.4745 0.02
O -3.6812 2.4760 1.9737 0.6893 0.1686 -0.0716 -0.04
H -2.9993 1.7938 2.0437 -0.3072 0.0297 -0.0632 0.01
H -4.3705 -0.8285 -1.5716 0.2654 0.0506 -0.2424 0.05
O -1.7620 -1.3970 -3.8418 -0.1050 0.8544 0.0542 -0.05
H -3.8320 2.0861 -1.4662 -0.3571 -0.5418 0.3215 0.00
H -1.5469 -1.5624 -0.5084 -0.1339 0.6527 -1.0987 0.05
O 1.6279 -3.2261 -3.1498 -0.4057 0.2470 0.5906 -0.05
H 3.6232 0.7466 -1.3837 0.1030 0.1744 -0.3472 0.03
O 1.4869 0.8170 -2.6924 0.5210 0.3609 -0.6671 -0.04
H 1.7735 0.2205 -2.0082 -0.0541 -0.1692 0.4331 0.00
H 1.1616 1.6514 -2.2896 0.2806 -1.1315 -0.0909 0.02
O -3.3146 2.8788 -1.5781 0.5659 0.4407 -1.0704 -0.04
H -3.0982 3.2755 -0.7435 -0.2896 -0.3248 0.7591 -0.01
H -0.0266 -2.5927 1.6228 0.6343 -0.9433 0.2122 0.02
O 1.0628 0.5593 0.6154 0.5189 0.9474 0.5883 0.08
H 3.0083 -4.1583 1.1178 -0.8015 0.0944 0.0583 0.04
H 3.9445 -1.1289 1.1591 -0.8257 -0.3889 0.3721 0.06
O 0.1462 2.7859 1.1794 0.7320 1.0212 0.6253 -0.06
H -0.2643 3.5886 0.8256 -0.3969 0.0515 0.3097 0.03
H 3.5695 -4.5294 -0.1445 -0.6067 -0.1561 -0.7202 0.05
O -0.7821 0.6444 2.2007 0.9607 0.3564 -1.2693 0.00
H -0.4739 2.9583 -1.0718 -0.4336 -1.1498 -0.0346 0.03
H -1.0273 -0.8728 -3.5031 0.4233 -0.4452 0.1713 0.02
H 2.1666 -3.7899 -3.7016 0.2983 0.1126 -0.2738 0.03
H 1.9775 -2.3276 -3.1745 0.1051 -0.3661 -0.3487 0.02
```
Forces are in eV/Å.